No. 1
Entry from OMol25: one molecule with the formula C6H9BO3 in a non-equilibrium geometry (wB97M-V/def2-TZVPD).

Geometry as ORCA input:
```
! RIJCOSX wB97M-V def2-TZVPD def2/J DEFGRID3
* xyz 0 1
B 0.990 1.606 2.287
C 1.108 0.329 1.456
C -0.418 0.268 -0.370
C 1.775 -0.772 0.995
C -0.002 -1.043 -0.946
C 1.252 -1.521 -0.251
C -1.609 0.992 -0.939
O 2.831 -1.192 1.511
O 1.983 2.181 3.076
O -0.214 2.147 2.292
H -0.969 -1.738 -0.732
H 0.126 -1.067 -2.131
H 2.054 -1.386 -1.017
H 1.242 -2.609 0.059
H -1.790 0.867 -2.045
H -1.591 2.053 -0.816
H -2.452 0.693 -0.443
H 2.849 1.996 3.069
H -0.462 2.818 3.034
*
```

Summary:
Molar mass = 139.95 g/mol
F_max = 5.54 eV/A
Energy = -484.45881 a.u.
HOMO level = -8.0 eV
LUMO = -1.21 eV
HOMO-LUMO gap = 6.801 eV

Mulliken atomic charge list, values in e, 8 entries: number 1, B, carries 0.52; number 2, C, carries -0.06; number 3, C, carries 0.22; number 4, C, carries 0.59; number 5, C, carries -0.34; number 6, C, carries -0.49; number 7, C, carries -1.27; number 8, O, carries -0.71

---

No. 2
Entry from OMol25: a 2-piece molecular cluster, C6H9BS overall in a non-equilibrium geometry (wB97M-V/def2-TZVPD).

Geometry as ORCA input:
```
! RIJCOSX wB97M-V def2-TZVPD def2/J DEFGRID3
* xyz 0 1
B -0.233 0.313 0.100
C 0.742 -0.713 -0.378
C 0.717 -1.920 0.248
C -0.115 -2.182 1.379
C -0.914 -1.256 1.928
C -0.945 0.116 1.503
C 0.743 2.518 -2.445
S -0.836 2.486 -1.483
H 1.369 -0.754 -1.213
H 1.377 -2.667 -0.156
H -0.346 -3.203 1.605
H -1.631 -1.510 2.756
H -0.542 0.720 2.260
H -2.048 0.420 1.523
H 1.231 3.181 -1.823
H 0.362 2.990 -3.332
H 1.068 1.461 -2.472
*
```

Summary:
Molar mass = 124.02 g/mol
F_max = 3.53 eV/A
Energy = -656.93064 a.u.
HOMO level = -7.7 eV
LUMO = -0.75 eV
HOMO-LUMO gap = 6.918 eV

Mulliken atomic charge list, values in e, 8 entries: number 1, B, carries 0.05; number 2, C, carries -0.27; number 3, C, carries -0.26; number 4, C, carries -0.36; number 5, C, carries -0.21; number 6, C, carries -0.62; number 7, C, carries -0.57; number 8, S, carries -0.32

---

No. 3
Entry from OMol25: C6H9Br4N2 as an isolated structure in a non-equilibrium geometry (wB97M-V/def2-TZVPD).

Geometry as ORCA input:
```
! RIJCOSX wB97M-V def2-TZVPD def2/J DEFGRID3
* xyz 1 1
C 0.074 -1.608 -0.326
C 0.158 -0.113 1.474
C -0.254 -0.363 -1.201
C 0.318 1.201 0.656
C 2.226 -0.881 0.490
C 2.114 0.212 -0.607
N 0.857 -1.133 0.831
N 0.725 0.812 -0.744
Br 3.234 -0.197 2.002
Br 3.075 -2.503 -0.089
Br 2.974 -0.038 -2.205
Br 3.329 2.555 0.032
H -0.755 -2.119 0.100
H 0.601 -2.275 -0.975
H 0.366 -0.090 2.534
H -0.918 -0.363 1.423
H -0.081 -0.519 -2.258
H -1.167 -0.028 -0.851
H -0.565 1.825 0.787
H 1.098 1.756 1.081
H 0.676 1.503 -1.528
*
```

Summary:
Molar mass = 428.77 g/mol
F_max = 3.16 eV/A
Energy = -10639.20834 a.u.
HOMO level (alpha / beta) = -13.3 / -13.1 eV
LUMO (alpha / beta) = -5.98 / -6.33 eV
HOMO-LUMO gap (alpha / beta) = 7.344 / 6.805 eV

Mulliken atomic charge list, values in e, 8 entries: number 1, C, carries -0.62; number 2, C, carries -0.85; number 3, C, carries -0.59; number 4, C, carries -0.14; number 5, C, carries 0.64; number 6, C, carries -0.90; number 7, N, carries -0.12; number 8, N, carries 0.12

---

No. 4
Entry from OMol25: one molecule with the formula C6H9BrN2S in a non-equilibrium geometry (wB97M-V/def2-TZVPD).

Geometry as ORCA input:
```
! RIJCOSX wB97M-V def2-TZVPD def2/J DEFGRID3
* xyz 0 1
C 0.474 -0.577 -2.179
C 0.451 0.269 -3.250
C -1.329 0.456 -0.433
C 1.170 0.945 -0.156
C 0.304 -1.303 0.458
C 0.100 -0.066 -0.423
N 0.831 -0.372 -4.380
N 1.149 -1.545 -4.299
S 1.044 -2.098 -2.698
Br -0.047 2.063 -3.315
H -1.584 0.899 0.630
H -1.464 1.362 -1.196
H -2.039 -0.354 -0.578
H 1.737 1.179 -1.022
H 0.569 1.859 0.151
H 1.868 0.572 0.596
H 0.750 -2.109 -0.032
H 0.899 -1.039 1.431
H -0.667 -1.660 0.737
*
```

Summary:
Molar mass = 221.12 g/mol
F_max = 4.25 eV/A
Energy = -3315.64018 a.u.
HOMO level = -9.5 eV
SMILES string = CC(C)(C)c1snnc1Br
LUMO = 0.60 eV
HOMO-LUMO gap = 10.070 eV

Mulliken atomic charge list, values in e, 8 entries: number 1, C, carries 0.61; number 2, C, carries -0.42; number 3, C, carries -1.37; number 4, C, carries -1.34; number 5, C, carries -1.49; number 6, C, carries 1.63; number 7, N, carries -0.23; number 8, N, carries -0.38

---

No. 5
Entry from OMol25: one molecule with the formula C6H9BrO in a non-equilibrium geometry (wB97M-V/def2-TZVPD).

Geometry as ORCA input:
```
! RIJCOSX wB97M-V def2-TZVPD def2/J DEFGRID3
* xyz 0 1
C 1.182 -0.244 1.210
C 0.229 -1.153 0.419
C 0.021 1.183 -0.462
C 0.714 1.205 0.881
C -0.310 -0.267 -0.729
C -1.542 -0.677 -1.567
O 0.771 0.405 -1.367
Br -0.424 2.015 2.208
H 1.153 -0.299 2.323
H 2.267 -0.311 1.023
H 0.651 -2.089 0.126
H -0.543 -1.394 1.123
H -0.441 2.145 -0.827
H 1.623 1.931 0.948
H -2.023 -1.592 -1.116
H -1.023 -0.951 -2.476
H -2.304 0.092 -1.715
*
```

Summary:
Molar mass = 177.04 g/mol
F_max = 3.18 eV/A
Energy = -2883.22822 a.u.
HOMO level = -9.9 eV
SMILES string = C[C@]12CC[C@H](Br)[C@H]1O2
LUMO = 0.93 eV
HOMO-LUMO gap = 10.865 eV

Mulliken atomic charge list, values in e, 8 entries: number 1, C, carries -0.66; number 2, C, carries -0.98; number 3, C, carries -0.51; number 4, C, carries -0.24; number 5, C, carries 1.12; number 6, C, carries -1.26; number 7, O, carries -0.53; number 8, Br, carries -0.15

---

No. 6
Entry from OMol25: a 2-piece molecular cluster, C6H9BrO overall in a non-equilibrium geometry (wB97M-V/def2-TZVPD).

Geometry as ORCA input:
```
! RIJCOSX wB97M-V def2-TZVPD def2/J DEFGRID3
* xyz 0 1
C -0.625 0.239 -0.829
C 1.980 -1.813 -0.525
C 1.823 -1.223 0.847
C 1.636 -0.375 -0.305
C -2.611 1.455 0.126
C -1.080 1.038 0.257
O -0.978 -0.214 -1.873
Br 2.864 0.996 -0.803
H 2.924 -2.163 -0.689
H 1.119 -2.557 -0.766
H 0.847 -1.421 1.432
H 2.662 -0.991 1.544
H -3.293 0.467 -0.072
H -2.795 2.198 -0.719
H -2.936 2.000 1.093
H -1.048 0.401 1.206
H -0.490 1.963 0.076
*
```

Summary:
Molar mass = 177.04 g/mol
F_max = 5.45 eV/A
Energy = -2883.09971 a.u.
HOMO level = -7.8 eV
LUMO = 0.57 eV
HOMO-LUMO gap = 8.406 eV

Mulliken atomic charge list, values in e, 8 entries: number 1, C, carries 0.26; number 2, C, carries -0.65; number 3, C, carries -0.33; number 4, C, carries 0.12; number 5, C, carries -1.05; number 6, C, carries 0.05; number 7, O, carries -0.44; number 8, Br, carries -0.19

---

Copy entry 6 word for word.
Entry from OMol25: a 2-piece molecular cluster, C6H9BrO overall in a non-equilibrium geometry (wB97M-V/def2-TZVPD).

Geometry as ORCA input:
```
! RIJCOSX wB97M-V def2-TZVPD def2/J DEFGRID3
* xyz 0 1
C -0.625 0.239 -0.829
C 1.980 -1.813 -0.525
C 1.823 -1.223 0.847
C 1.636 -0.375 -0.305
C -2.611 1.455 0.126
C -1.080 1.038 0.257
O -0.978 -0.214 -1.873
Br 2.864 0.996 -0.803
H 2.924 -2.163 -0.689
H 1.119 -2.557 -0.766
H 0.847 -1.421 1.432
H 2.662 -0.991 1.544
H -3.293 0.467 -0.072
H -2.795 2.198 -0.719
H -2.936 2.000 1.093
H -1.048 0.401 1.206
H -0.490 1.963 0.076
*
```

Summary:
Molar mass = 177.04 g/mol
F_max = 5.45 eV/A
Energy = -2883.09971 a.u.
HOMO level = -7.8 eV
LUMO = 0.57 eV
HOMO-LUMO gap = 8.406 eV

Mulliken atomic charge list, values in e, 8 entries: number 1, C, carries 0.26; number 2, C, carries -0.65; number 3, C, carries -0.33; number 4, C, carries 0.12; number 5, C, carries -1.05; number 6, C, carries 0.05; number 7, O, carries -0.44; number 8, Br, carries -0.19